--- a ---
14
Properties=species:S:1:pos:R:3 method="wB97M-V/def2-TZVPD" lumo_energy_ev="-1.7 / -2.0"
C -1.12 -1.32 -0.48
C -0.14 -0.33 -0.03
C 1.26 -0.66 0.14
O 2.06 0.16 -0.50
C -0.62 1.10 0.22
O -1.81 1.29 0.38
N 0.34 2.04 0.33
H -0.95 -2.29 0.02
H -2.16 -1.00 -0.42
H -0.84 -1.50 -1.53
H 1.19 -0.53 1.30
H 1.48 -1.75 0.09
H 0.03 2.99 0.47
H 1.29 1.81 0.02



--- b ---
14
Properties=species:S:1:pos:R:3 method="wB97M-V/def2-TZVPD" smiles="O=C1CNC[C@@H]1O" lumo_energy_ev=0.9
O -1.85 0.78 -1.04
C -0.84 0.67 -0.09
C -0.81 -0.67 0.65
N 0.57 -0.74 1.16
C 1.46 -0.16 0.16
C 0.55 0.66 -0.72
O 0.79 1.15 -1.80
H -1.43 1.13 -1.84
H -0.87 1.50 0.64
H -1.53 -0.73 1.47
H -1.06 -1.45 -0.09
H 0.81 -1.70 1.35
H 1.98 -0.90 -0.48
H 2.23 0.47 0.62



--- c ---
14
Properties=species:S:1:pos:R:3 method="wB97M-V/def2-TZVPD" lumo_energy_ev=0.5
C -0.95 1.09 -0.51
C 0.13 0.01 -0.61
C 1.55 0.57 -0.73
O 1.81 1.71 -1.01
C -0.09 -0.50 0.81
O -0.08 0.29 1.77
N -0.44 -1.76 1.02
H -0.65 1.24 0.92
H -0.63 2.03 -0.96
H -1.86 0.73 -1.03
H 0.05 -0.80 -1.35
H 2.36 -0.17 -0.55
H -0.38 -2.46 0.31
H -0.83 -1.97 1.92



--- d ---
14
Properties=species:S:1:pos:R:3 method="wB97M-V/def2-TZVPD" smiles="C[C@@H](C=O)C(N)=O" lumo_energy_ev=0.6
C -1.36 0.81 -0.77
C -0.05 0.17 -0.37
C 0.99 1.21 0.05
O 0.88 2.38 -0.21
C -0.13 -0.92 0.66
O -1.09 -1.18 1.35
N 1.13 -1.60 0.70
H -1.73 1.43 0.05
H -1.23 1.47 -1.63
H -2.12 0.06 -1.00
H 0.52 -0.38 -1.15
H 1.89 0.80 0.56
H 1.14 -2.39 0.06
H 1.38 -1.93 1.62



Most stable = d